4 unconnected molecules or ions with the total composition C53H88BO18P3S, computed with the ωB97M-V functional and the def2-TZVPD basis.

The calculation puts the energy at -4873.65344 Ha. Its spin multiplicity is 1. Its charge is 0. As for the SMILES: CCOB(O)c1ccc(S)c2c1C(=O)c1c(CCOCCOc3ccc(C(C)(C)CC(C)(C)C)cc3)cc(C)cc1C2=O.CCOP(=O)(OCC)OCC.CCOP(=O)(OCC)OCC.CCOP(=O)(OCC)OCC. Its frontier orbital gap is 7.27 eV.

Last column: Löwdin charge in e.
Positions of all 164 atoms, in Å:
C: 0.16 -6.62 -3.12  -0.066
C: 1.50 -6.19 -2.41  -0.237
O: 2.49 -5.67 -3.33  0.062
B: 3.57 -5.06 -2.65  -0.504
O: 4.29 -4.09 -3.40  0.122
C: 3.94 -5.39 -1.11  -0.013
C: 4.91 -6.44 -0.79  0.000
C: 5.23 -6.76 0.61  -0.059
C: 4.59 -6.08 1.74  -0.498
S: 4.98 -6.48 3.47  0.775
C: 3.62 -5.02 1.43  -0.054
C: 3.32 -4.69 0.02  -0.014
C: 2.28 -3.53 -0.21  -0.262
O: 2.46 -2.65 -1.02  0.111
C: 1.04 -3.60 0.74  -0.013
C: -0.33 -3.36 0.25  -0.110
C: -0.68 -3.06 -1.23  -0.094
C: -0.34 -1.60 -1.70  -0.182
O: -1.29 -1.21 -2.71  -0.141
C: -1.56 0.19 -2.67  -0.191
C: -0.68 1.07 -3.62  -0.151
O: 0.73 1.10 -3.31  -0.070
C: 0.98 1.39 -1.98  -0.266
C: 0.31 2.42 -1.18  -0.001
C: 0.65 2.59 0.24  -0.027
C: 1.64 1.78 0.95  -0.155
C: 2.01 1.93 2.46  -0.442
C: 2.97 3.23 2.52  -0.057
C: 2.93 0.74 3.00  -0.063
C: 0.80 2.27 3.41  -0.128
C: -0.47 1.34 3.30  -0.514
C: -1.06 1.23 4.79  -0.092
C: -1.68 1.98 2.45  -0.057
C: -0.21 -0.14 2.84  -0.062
C: 2.36 0.77 0.12  -0.003
C: 2.02 0.60 -1.29  -0.009
C: -1.38 -3.44 1.29  0.023
C: -1.10 -3.76 2.69  -0.219
C: -2.21 -3.87 3.79  -0.065
C: 0.29 -4.01 3.15  0.033
C: 1.33 -3.92 2.15  -0.052
C: 2.83 -4.21 2.53  -0.298
O: 3.32 -3.84 3.57  0.087
H: -0.66 -6.50 -2.35  0.079
H: -0.10 -5.92 -3.96  0.083
H: 0.14 -7.69 -3.42  0.074
H: 1.90 -7.09 -1.87  0.133
H: 1.21 -5.45 -1.61  0.094
H: 3.77 -3.27 -3.46  0.108
H: 5.41 -6.97 -1.64  0.122
H: 5.99 -7.54 0.86  0.103
H: 4.18 -7.55 3.82  -0.100
H: -1.80 -3.18 -1.33  0.125
H: -0.25 -3.81 -1.95  0.110
H: 0.66 -1.62 -2.22  0.114
H: -0.25 -0.87 -0.86  0.121
H: -2.63 0.32 -3.03  0.137
H: -1.58 0.59 -1.61  0.121
H: -0.79 0.64 -4.66  0.139
H: -1.13 2.11 -3.70  0.109
H: -0.47 3.06 -1.65  0.105
H: 0.11 3.36 0.84  0.100
H: 2.60 3.97 1.76  0.081
H: 3.01 3.67 3.55  0.089
H: 4.00 2.94 2.16  0.083
H: 2.65 -0.25 2.54  0.064
H: 4.02 0.92 2.80  0.079
H: 2.77 0.60 4.11  0.091
H: 0.53 3.35 3.24  0.120
H: 1.17 2.22 4.48  0.119
H: -1.16 2.28 5.19  0.090
H: -2.09 0.78 4.79  0.073
H: -0.40 0.61 5.46  0.084
H: -1.54 3.09 2.33  0.073
H: -2.63 1.75 2.99  0.075
H: -1.70 1.46 1.46  0.070
H: 0.02 -0.24 1.74  0.079
H: -1.17 -0.71 3.01  0.083
H: 0.57 -0.64 3.47  0.082
H: 3.16 0.11 0.51  0.101
H: 2.55 -0.16 -1.92  0.109
H: -2.44 -3.28 0.95  0.117
H: -3.19 -4.23 3.40  0.079
H: -1.85 -4.65 4.53  0.079
H: -2.27 -2.91 4.37  0.079
H: 0.53 -4.25 4.21  0.125
C: -6.11 6.08 -5.04  -0.078
C: -7.12 5.18 -4.36  -0.291
O: -6.52 4.23 -3.48  -0.221
P: -6.06 4.65 -1.94  0.667
O: -7.31 5.40 -1.54  -0.244
O: -6.39 3.24 -1.17  -0.221
C: -7.41 3.16 -0.18  -0.295
C: -8.76 2.85 -0.81  -0.075
O: -4.55 3.99 -2.22  -0.197
C: -3.68 4.39 -3.26  -0.287
C: -3.08 5.77 -3.02  -0.069
H: -5.52 6.63 -4.30  0.064
H: -6.60 6.79 -5.70  0.083
H: -5.41 5.49 -5.64  0.072
H: -7.87 5.79 -3.83  0.106
H: -7.66 4.61 -5.12  0.120
H: -7.44 4.07 0.41  0.103
H: -7.14 2.35 0.50  0.115
H: -8.98 3.49 -1.67  0.068
H: -9.56 2.98 -0.08  0.077
H: -8.78 1.82 -1.17  0.075
H: -4.17 4.32 -4.23  0.098
H: -2.87 3.66 -3.29  0.104
H: -3.85 6.50 -2.77  0.065
H: -2.55 6.11 -3.91  0.081
H: -2.38 5.74 -2.19  0.078
C: -2.48 13.59 -7.39  -0.079
C: -1.94 12.17 -7.33  -0.292
O: -2.93 11.22 -6.96  -0.222
P: -4.01 10.62 -8.08  0.666
O: -3.02 10.33 -9.19  -0.243
O: -4.15 9.09 -7.50  -0.225
C: -3.69 7.97 -8.25  -0.293
C: -2.23 7.68 -7.96  -0.070
O: -5.28 10.98 -7.05  -0.198
C: -5.56 12.27 -6.55  -0.290
C: -6.10 13.20 -7.62  -0.078
H: -3.30 13.67 -8.12  0.061
H: -1.70 14.29 -7.68  0.081
H: -2.87 13.91 -6.42  0.075
H: -1.47 11.91 -8.28  0.106
H: -1.16 12.13 -6.57  0.119
H: -3.87 8.12 -9.32  0.104
H: -4.29 7.11 -7.96  0.108
H: -1.61 8.58 -8.01  0.070
H: -1.83 6.95 -8.67  0.079
H: -2.11 7.28 -6.96  0.067
H: -4.69 12.69 -6.04  0.096
H: -6.32 12.15 -5.78  0.127
H: -5.48 13.19 -8.52  0.063
H: -6.16 14.23 -7.24  0.085
H: -7.11 12.89 -7.92  0.080
C: 4.14 -10.90 9.33  -0.080
C: 4.62 -9.76 8.46  -0.294
O: 6.02 -9.54 8.58  -0.221
P: 7.11 -10.47 7.72  0.666
O: 6.41 -10.43 6.38  -0.247
O: 8.25 -9.33 7.42  -0.219
C: 8.52 -8.89 6.09  -0.290
C: 7.61 -7.74 5.69  -0.093
O: 7.97 -10.76 9.13  -0.196
C: 7.42 -11.35 10.29  -0.290
C: 7.13 -12.83 10.12  -0.079
H: 4.63 -11.84 9.06  0.061
H: 3.06 -11.04 9.22  0.080
H: 4.34 -10.70 10.39  0.075
H: 4.33 -9.92 7.43  0.104
H: 4.14 -8.83 8.79  0.119
H: 8.44 -9.73 5.39  0.103
H: 9.56 -8.56 6.06  0.116
H: 6.57 -7.93 5.93  0.058
H: 7.70 -7.54 4.62  0.057
H: 7.89 -6.84 6.24  0.080
H: 6.54 -10.79 10.63  0.096
H: 8.16 -11.23 11.08  0.127
H: 6.57 -13.02 9.20  0.062
H: 6.57 -13.21 10.97  0.084
H: 8.07 -13.39 10.04  0.080